The following is a quantum chemistry calculation of a cluster of 9 separate species, C20H63N5O9 in total in a non-equilibrium geometry, from OMol25.

XYZ file:
```
97
C20H63N5O9, DFT ωB97M-V/def2-TZVPD
C -0.00681 1.21360 -8.62398
O -0.27593 0.27969 -7.64055
C -1.30959 0.72633 -6.68569
C -1.44312 0.12716 -5.28543
C -1.58445 -1.43036 -5.33126
N -2.63995 0.61054 -4.68161
H -0.81009 1.93881 -8.75412
H 0.16009 0.62286 -9.52469
H 0.94851 1.68435 -8.39190
H -1.26243 1.81525 -6.69636
H -2.23895 0.74581 -7.25492
H -0.58023 0.36354 -4.66283
H -1.03081 -1.87580 -6.15779
H -2.64469 -1.68332 -5.33018
H -1.12950 -1.84774 -4.43296
H -2.54930 0.32771 -3.71627
H -3.40354 0.03832 -5.01264
C -7.76204 -1.94122 -0.54817
O -8.25889 -3.24033 -0.66604
C -7.55019 -4.17783 0.13023
C -7.67715 -5.56045 -0.49594
C -9.18153 -6.00816 -0.45921
N -6.91817 -6.43931 0.42260
H -8.37614 -1.34161 -1.22007
H -6.75671 -1.74951 -0.92321
H -7.95741 -1.52835 0.44152
H -6.52626 -3.80511 0.15747
H -7.84627 -4.21770 1.17850
H -7.24099 -5.75499 -1.47574
H -9.83234 -5.19380 -0.77760
H -9.45119 -6.22132 0.57516
H -9.21654 -6.85655 -1.14267
H -7.31226 -6.33656 1.34684
H -7.15968 -7.38484 0.16232
C 1.22470 5.39519 9.33935
O 0.83462 3.97979 9.23017
C 0.46996 3.28853 8.09227
C 1.30620 2.05997 7.89713
C 2.74040 2.38563 7.52535
N 0.74370 1.20875 6.82231
H 0.39811 6.10572 9.33466
H 1.93270 5.79879 8.61549
H 1.77272 5.58723 10.26179
H -0.56327 2.98858 8.26720
H 0.51477 3.92282 7.20697
H 1.15452 1.59125 8.86944
H 3.08573 3.39774 7.73628
H 3.10514 2.00750 6.57031
H 3.32627 1.79892 8.23289
H 0.80237 1.77920 5.99088
H -0.20933 0.89749 6.94463
C 3.28512 -2.55718 0.91398
O 4.42053 -2.04251 1.66445
C 5.72832 -2.44186 1.13347
C 6.91749 -1.76815 1.85142
C 6.86302 -0.30994 1.90654
N 8.24052 -2.00789 1.21279
H 2.34636 -2.19673 1.33459
H 3.20296 -3.64397 0.89844
H 3.47249 -2.22210 -0.10617
H 5.70789 -3.53020 1.07688
H 5.72708 -2.18117 0.07511
H 6.91358 -2.16140 2.86800
H 5.96561 -0.11746 2.49451
H 6.78190 0.16646 0.92951
H 7.67018 0.19584 2.43642
H 8.95949 -1.58862 1.78498
H 8.53113 -2.95355 1.00940
C 4.14337 0.45601 -4.27484
O 3.73751 1.34005 -3.24543
C 3.52383 2.61444 -3.79155
C 2.89047 3.56130 -2.70289
C 2.44920 4.92398 -3.29052
N 3.77163 3.81456 -1.60832
H 5.20071 0.64251 -4.46283
H 3.46517 0.60452 -5.11514
H 4.08492 -0.60032 -4.01245
H 4.38146 3.13295 -4.22014
H 2.93511 2.54605 -4.70633
H 2.02348 3.04705 -2.28820
H 2.45686 5.78334 -2.62006
H 1.46235 4.85005 -3.74741
H 3.14940 5.14192 -4.09695
H 4.56172 4.29874 -2.01010
H 4.32560 2.99632 -1.39925
O -2.47777 0.10831 0.42843
H -2.99028 -0.32744 1.10937
H -1.70878 0.44721 0.88673
O 1.03330 2.22750 2.47876
H 1.44123 1.36475 2.40479
H 1.49836 2.76838 1.84046
O -4.80004 4.21469 -1.42356
H -5.52222 4.29849 -2.04620
H -4.33246 3.42755 -1.70290
O -2.30586 -5.11250 1.45181
H -2.04164 -5.60299 2.23016
H -2.90507 -5.69921 0.99036
```

* SMILES: COC[C@H](C)N.COC[C@H](C)N.COC[C@H](C)N.COC[C@H](C)N.COC[C@H](C)N.O.O.O.O
* HOMO: -8.83 eV
* molecular weight: 517.750 g mol⁻¹
* Kohn-Sham gap: 9.10 eV
* maximum force: 3.64 eV/Å

The following is a quantum chemistry calculation of an isolated molecule of C2H2F2 in a non-equilibrium geometry, from OMol25.

XYZ file:
```
6
C2H2F2, DFT ωB97M-V/def2-TZVPD
F 1.62870 0.21315 0.45005
C 0.36704 -0.04241 0.42548
C -0.48359 -0.03311 -0.47866
F -0.24733 0.37375 -1.69501
H 0.16567 -0.17945 1.47171
H -1.43050 -0.33193 -0.17357
```

* SMILES: F/C=C\F
* HOMO: -10.13 eV
* molecular weight: 64.034 g mol⁻¹
* Kohn-Sham gap: 11.08 eV
* maximum force: 6.60 eV/Å

The following is a quantum chemistry calculation of a cluster of 2 separate species, C2H9BNO2 in total in a non-equilibrium geometry, from OMol25.

XYZ file:
```
15
C2H9BNO2, DFT ωB97M-V/def2-TZVPD
B 1.44180 0.00748 0.04023
C -1.90239 0.02725 0.83908
C 0.11271 0.70700 -0.17537
N -1.04043 -0.13687 -0.34582
O 2.50355 0.73234 0.44782
O 1.35208 -1.34984 -0.24758
H -1.95180 1.05316 1.08018
H -2.85716 -0.33959 0.53624
H -1.42018 -0.67305 1.49966
H 0.44747 0.62596 -2.97477
H -0.19002 1.73729 0.20510
H -0.47781 -1.09168 -0.62021
H -1.37254 0.20959 -1.24970
H 3.30617 0.52472 0.90535
H 2.04855 -2.03375 0.05979
```

* HOMO (alpha / beta): -13.94 / -16.17 eV
* expectation value of S²: 2.0036
* total charge: +1
* molecular weight: 89.911 g mol⁻¹
* spin multiplicity: 3
* Kohn-Sham gap (alpha / beta): 10.79 / 10.38 eV
* maximum force: 4.38 eV/Å

The following is a quantum chemistry calculation of a cluster of 2 separate species, C5H6ClNO in total in a non-equilibrium geometry, from OMol25.

XYZ file:
```
14
C5H6ClNO, DFT ωB97M-V/def2-TZVPD
H -1.93659 0.48427 -0.40851
N -1.58994 -0.47040 -0.14089
C -0.33320 -0.29992 -0.06320
C 0.67104 -1.32913 -0.01054
C 1.94826 -0.94417 0.19692
C 2.33247 0.41037 0.17832
C 1.42971 1.40207 -0.11585
O 0.14621 0.97930 -0.25058
H 0.41313 -2.47032 -0.06106
H 2.76777 -1.63176 0.42606
H 3.32324 0.64116 0.62020
H 1.43622 2.42265 -0.35979
Cl -5.46753 0.93465 -0.01364
H -4.67758 0.06265 -0.05412
```

* SMILES: [H]/N=c1/cccco1.Cl
* HOMO: -8.49 eV
* molecular weight: 131.562 g mol⁻¹
* Kohn-Sham gap: 8.63 eV
* maximum force: 4.45 eV/Å

Short version: energy relative to the best compared isomer or geometry (same formula, charge and spin) = 465.5, 106.3, 82.0, 195.7 kJ/mol, in the order given.